a:
Below is one molecule with the formula C4H6F2, with properties calculated with ωB97M-V/def2-TZVPD.

E_HOMO, eV: -10.446
LUMO, eV: 1.012
SMILES: FCC1(F)CC1
HOMO-LUMO gap, eV: 11.46

```
! RIJCOSX wB97M-V def2-TZVPD def2/J DEFGRID3
* xyz 0 1
F 0.584 2.377 -0.196
C -0.284 1.303 -0.626
C 0.355 0.014 -0.130
F 1.667 0.031 -0.564
C 0.046 -0.642 1.169
C -0.365 -1.345 -0.175
H -0.096 1.155 -1.685
H -1.336 1.519 -0.363
H 0.923 -1.054 1.743
H -0.578 -0.110 1.789
H -1.275 -1.159 -0.546
H 0.359 -2.087 -0.416
*
```

***

b:
Below is one molecule with the formula C4H6F2, with properties calculated with ωB97M-V/def2-TZVPD.

E_HOMO, eV: -9.914
LUMO, eV: 1.158
SMILES: C=CCC(F)F
HOMO-LUMO gap, eV: 11.07

```
! RIJCOSX wB97M-V def2-TZVPD def2/J DEFGRID3
* xyz 0 1
C -1.198 0.026 -0.380
C -0.113 -0.751 -0.421
C 1.152 -0.087 0.034
C 1.169 0.244 1.685
F 2.422 0.574 2.034
F 0.759 -0.689 2.559
H -2.089 -0.451 -0.571
H -1.315 1.122 -0.218
H -0.277 -1.834 -0.533
H 2.002 -0.696 0.019
H 1.434 0.805 -0.352
H 0.666 1.272 1.855
*
```

***

The most stable arrangement is b, and the next structure is 4.9 kcal/mol less stable.

***

a:
Below is C4H6F2 as an isolated structure, with properties calculated with ωB97M-V/def2-TZVPD.

E_HOMO, eV: -11.232
LUMO, eV: 1.058
HOMO-LUMO gap, eV: 12.29

```
! RIJCOSX wB97M-V def2-TZVPD def2/J DEFGRID3
* xyz 0 1
C -1.027 -0.007 0.361
C 0.006 -1.102 0.022
C 1.001 -0.056 0.373
C 0.004 1.121 0.056
H -1.386 0.022 1.421
H -0.105 -2.045 0.561
H -0.077 -1.157 -1.044
H 1.289 -0.082 1.443
H 0.113 1.981 0.651
H 0.104 1.240 -0.994
F -2.194 0.022 -0.388
F 2.210 0.011 -0.380
*
```

***

b:
Below is one molecule with the formula C4H6F2, with properties calculated with ωB97M-V/def2-TZVPD.

E_HOMO, eV: -9.260
LUMO, eV: 0.945
SMILES: C/C(F)=C(\C)F
HOMO-LUMO gap, eV: 10.21

```
! RIJCOSX wB97M-V def2-TZVPD def2/J DEFGRID3
* xyz 0 1
C 0.340 -0.940 1.658
C -0.314 -0.348 0.476
F -1.651 -0.476 0.326
C 0.252 0.298 -0.474
C 1.705 0.691 -0.628
F -0.548 0.784 -1.451
H -0.052 -0.530 2.586
H 0.180 -2.043 1.717
H 1.452 -0.772 1.618
H 1.955 1.716 -0.260
H 1.999 0.618 -1.642
H 2.355 0.042 -0.080
*
```

***

The most stable arrangement is b, and the next structure is 4.1 kcal/mol less stable.

***

a:
Below is C4H6F2 as an isolated structure, with properties calculated with ωB97M-V/def2-TZVPD.

E_HOMO, eV: -9.890
LUMO, eV: 0.589
HOMO-LUMO gap, eV: 10.48

```
! RIJCOSX wB97M-V def2-TZVPD def2/J DEFGRID3
* xyz 0 1
C -0.717 -1.240 0.518
C 0.137 -0.085 0.868
C 0.500 0.876 0.139
C 0.437 0.709 -1.272
H -1.049 -1.489 1.934
H -1.846 -0.789 -0.227
H -0.022 -2.290 -0.023
H 0.912 1.813 0.781
H -0.335 -0.039 -1.480
H 1.479 0.708 -1.792
F 0.427 -0.250 2.187
F 0.078 2.074 -1.634
*
```

***

b:
Below is one molecule with the formula C4H6F2, with properties calculated with ωB97M-V/def2-TZVPD.

E_HOMO, eV: -9.982
LUMO, eV: 0.981
SMILES: C=C(CF)CF
HOMO-LUMO gap, eV: 10.96

```
! RIJCOSX wB97M-V def2-TZVPD def2/J DEFGRID3
* xyz 0 1
C 1.668 0.250 -0.160
C 0.418 -0.241 -0.028
C -0.247 -1.051 -1.172
F -1.383 -0.384 -1.586
C -0.381 0.124 1.149
F 0.114 1.298 1.748
H 2.357 0.102 -1.034
H 2.236 0.657 0.765
H 0.523 -1.019 -1.983
H -0.496 -2.051 -0.798
H -0.467 -0.675 1.928
H -1.481 0.269 0.931
*
```

***

The most stable arrangement is b, and the next structure is 95.7 kcal/mol less stable.

***

a:
Below is a 2-piece molecular cluster, C5H7N3O2 overall, with properties calculated with ωB97M-V/def2-TZVPD.

E_HOMO, eV: -11.105
LUMO, eV: -0.362
SMILES: CCc1nonc1C#N.O
HOMO-LUMO gap, eV: 10.74

```
! RIJCOSX wB97M-V def2-TZVPD def2/J DEFGRID3
* xyz 0 1
C 0.493 2.126 -0.049
C 1.328 0.990 -0.644
C 1.321 -0.214 0.235
N 2.188 -0.402 1.188
O 1.876 -1.570 1.791
N 0.827 -2.152 1.218
C 0.415 -1.327 0.292
C -0.721 -1.638 -0.533
N -1.422 -1.903 -1.426
H 0.499 2.986 -0.730
H -0.550 1.816 0.105
H 0.906 2.443 0.919
H 0.949 0.706 -1.634
H 2.370 1.311 -0.772
O -3.767 -1.239 0.225
H -3.270 -0.464 0.525
H -3.442 -1.468 -0.710
*
```

***

b:
Below is one molecule with the formula C5H7N3O2, with properties calculated with ωB97M-V/def2-TZVPD.

E_HOMO, eV: -10.229
LUMO, eV: -0.584
SMILES: CC1(C)N=NC=C1[N+](=O)[O-]
HOMO-LUMO gap, eV: 9.64

```
! RIJCOSX wB97M-V def2-TZVPD def2/J DEFGRID3
* xyz 0 1
C 1.460 -1.084 -0.033
C 0.583 0.137 0.212
C 0.178 0.408 1.630
N 1.143 1.310 -0.282
N 0.488 1.923 -1.184
C -0.675 1.118 -1.538
C -0.771 0.073 -0.711
N -1.909 -0.782 -0.518
O -2.854 -0.173 -0.088
O -1.837 -1.961 -0.791
H 2.495 -0.751 0.258
H 1.557 -1.346 -1.120
H 1.046 -1.987 0.536
H -0.911 0.546 1.758
H 0.684 1.369 1.950
H 0.681 -0.337 2.150
H -1.359 1.538 -2.230
*
```

***

The most stable arrangement is a, and the next structure is 61.0 kcal/mol less stable.

***

a:
Below is one molecule with the formula C8H14, with properties calculated with ωB97M-V/def2-TZVPD.

E_HOMO, eV: -9.106
LUMO, eV: 1.136
SMILES: C1C[C@@H]2CC[C@@H](C1)C2
HOMO-LUMO gap, eV: 10.24

```
! RIJCOSX wB97M-V def2-TZVPD def2/J DEFGRID3
* xyz 0 1
C 0.431 1.856 -0.732
C -1.128 1.443 -0.588
C -0.881 0.089 -0.219
C -1.261 -1.463 -0.165
C 0.258 -1.842 0.185
C 0.970 -0.676 0.709
C 1.448 0.595 -0.285
C -0.305 0.016 1.173
H 0.497 2.622 -0.049
H 0.524 2.094 -1.863
H -1.716 1.843 0.147
H -1.533 1.706 -1.611
H -0.192 -0.267 -0.935
H -1.504 -2.270 -0.975
H -1.684 -1.653 0.880
H 0.786 -2.168 -0.626
H 0.507 -2.687 0.851
H 1.692 -0.861 1.456
H 2.353 1.101 0.378
H 1.792 0.223 -1.224
H -1.136 -0.605 1.760
H 0.084 0.903 1.732
*
```

***

b:
Below is one molecule with the formula C8H14, with properties calculated with ωB97M-V/def2-TZVPD.

E_HOMO, eV: -7.774
LUMO, eV: 0.997
SMILES: C/C=C(C)/C(C)=C/C
HOMO-LUMO gap, eV: 8.77

```
! RIJCOSX wB97M-V def2-TZVPD def2/J DEFGRID3
* xyz 0 1
C 2.865 -1.104 0.245
C 1.315 -0.942 0.301
C 0.753 0.252 -0.107
C 1.403 1.524 -0.583
C -0.675 0.299 0.061
C -1.402 1.501 0.635
C -1.330 -0.866 -0.321
C -2.786 -1.192 -0.165
H 2.936 -2.126 -0.201
H 3.348 -0.288 -0.270
H 3.388 -1.255 1.212
H 0.741 -1.824 0.625
H 0.717 2.343 -0.280
H 1.438 1.512 -1.675
H 2.361 1.803 -0.223
H -1.958 2.155 -0.130
H -0.755 2.300 1.071
H -2.194 1.131 1.354
H -0.633 -1.455 -0.942
H -3.025 -2.072 -0.726
H -3.430 -0.439 -0.685
H -3.079 -1.257 0.805
*
```

***

The most stable arrangement is b, and the next structure is 104.3 kcal/mol less stable.

***

a:
Below is C2H4O2S as an isolated structure, with properties calculated with ωB97M-V/def2-TZVPD.

E_HOMO, eV: -9.359
LUMO, eV: 0.514
HOMO-LUMO gap, eV: 9.87

```
! RIJCOSX wB97M-V def2-TZVPD def2/J DEFGRID3
* xyz 0 1
C -0.032 0.781 0.095
C -0.479 -0.635 -0.168
O -3.101 -0.590 0.583
O -1.587 1.416 0.115
S -2.249 -0.024 -0.431
H 0.382 1.017 1.067
H 0.458 1.298 -0.720
H -0.037 -1.075 -1.055
H -0.394 -1.305 0.683
*
```

***

b:
Below is one molecule with the formula C2H4O2S, with properties calculated with ωB97M-V/def2-TZVPD.

E_HOMO, eV: -10.441
LUMO, eV: 0.142
HOMO-LUMO gap, eV: 10.58

```
! RIJCOSX wB97M-V def2-TZVPD def2/J DEFGRID3
* xyz 0 1
C 0.082 -1.135 0.380
C -0.601 0.422 -0.848
O -0.010 1.386 1.571
O 1.863 0.961 0.018
S 0.578 0.662 0.456
H -0.804 -1.616 0.849
H 1.009 -1.447 -0.141
H -0.518 0.194 -1.976
H -1.598 0.572 -0.308
*
```

***

c:
Below is one molecule with the formula C2H4O2S, with properties calculated with ωB97M-V/def2-TZVPD.

E_HOMO (alpha / beta), eV: -7.959 / -7.873
LUMO (alpha / beta), eV: -0.065 / -0.169
HOMO-LUMO gap (alpha / beta), eV: 7.89 / 7.70

```
! RIJCOSX wB97M-V def2-TZVPD def2/J DEFGRID3
* xyz 0 1
C -1.299 0.375 0.104
C -0.128 -0.476 -0.213
O -4.227 0.247 -0.130
O -1.110 1.536 0.793
S -2.967 -0.500 -0.388
H -0.260 -1.145 -1.044
H -0.073 -1.013 0.671
H 0.709 0.150 -0.334
H -0.261 1.502 1.267
*
```

***

The most stable arrangement is a, and the next structure is 16.6 kcal/mol less stable.